No. 1
{"formula": "C6H13N2", "method": "wB97M-V/def2-TZVPD", "species": ["C", "H", "H", "H", "H", "H", "H", "C", "H", "H", "H", "N", "H", "C", "H", "H", "H", "C", "C", "C", "N"], "xyz": [[-1.36429, -1.27088, -0.61292], [0.91043, 2.44683, -0.76735], [-0.32200, -1.15194, -0.92079], [-3.05826, 1.27059, 0.80792], [-3.60375, -0.36971, 0.66962], [3.12040, -0.02238, 0.27472], [-1.41517, -2.03054, 0.02736], [1.59365, 1.79912, -0.29286], [1.97024, 2.47576, 0.59548], [0.70828, -1.28113, 1.09112], [-1.99786, -1.43432, -1.46981], [-0.70573, 0.90282, 0.30720], [2.19839, 1.33337, -1.01711], [0.63034, 0.62345, 0.14885], [2.95298, -1.42529, 1.26813], [2.88260, -1.49813, -0.55337], [-3.69317, 0.60684, -0.54427], [-1.56445, 0.00702, 0.04352], [1.16506, -0.56260, 0.43416], [2.62677, -0.88261, 0.28540], [-3.03448, 0.46372, 0.22499]], "atomic_forces_ev_per_a": [[0.4, 2.5, -2.5], [-0.5, 1.1, -1.1], [-0.1, -0.6, -0.4], [0.0, 0.9, 0.9], [1.6, 2.0, -0.2], [2.5, 3.5, -0.3], [-0.2, -3.4, 2.5], [-2.6, 0.0, 2.6], [0.0, -2.0, -1.7], [-1.0, -0.3, -0.4], [-0.4, 0.0, -0.2], [-2.1, -0.3, 0.4], [1.5, 0.3, -0.5], [2.4, 1.1, 0.2], [-0.4, 0.7, -1.9], [0.0, -0.4, -0.5], [0.9, 0.4, -0.9], [0.1, 2.0, -0.5], [1.3, -0.5, 0.8], [-1.7, -3.4, 2.9], [-1.4, -3.5, 0.9]], "e_above_lowest_kj_mol": 290.5, "gap_ev": 8.92, "charge": 1, "homo_ev": -12.612, "largest_force_ev_per_a": 4.782, "smiles": "C/C=C(C)/N=C(\\C)[NH3+]", "energy_ev": -9403.857}

=====

No. 2
{"formula": "C6H13N2", "method": "wB97M-V/def2-TZVPD", "species": ["H", "H", "N", "C", "H", "H", "H", "H", "N", "C", "H", "C", "C", "H", "H", "H", "H", "C", "C", "H", "H"], "xyz": [[-2.02915, 1.67806, 1.14362], [-3.99272, -0.06397, -0.80918], [1.15714, 0.36907, 0.05048], [1.01269, -2.00521, 0.68515], [2.58760, -1.03748, -0.48399], [0.34441, -1.52923, 1.34124], [0.22781, -2.61433, 0.08972], [1.57101, -2.83459, 1.10340], [-3.06372, -0.50304, -0.46393], [-0.04977, 1.22360, 0.78933], [0.34008, 2.05061, 1.41523], [-1.72179, 0.08489, -0.57169], [2.02998, 1.42452, -0.52236], [1.42424, 2.22293, -0.90890], [2.65875, 1.94136, 0.26597], [-1.56568, 0.73224, -1.46039], [-1.02396, -0.79628, -0.60321], [-1.28988, 1.00013, 0.51144], [1.66720, -0.89160, 0.04243], [-3.20401, -1.48907, -0.53040], [2.91976, 1.03738, -1.08394]], "atomic_forces_ev_per_a": [[1.3, -1.5, -1.7], [2.9, -0.4, 0.7], [1.5, -0.4, 0.6], [-2.2, -1.5, -0.9], [0.5, 0.3, -0.3], [-0.8, 0.1, 1.8], [1.4, 1.2, -0.1], [0.7, 0.5, 0.2], [-2.2, 1.6, -0.2], [3.2, -1.2, 0.3], [0.2, -1.1, -0.5], [-1.2, -1.4, -0.7], [2.4, 0.1, 1.3], [-0.1, -0.1, -0.9], [-1.2, -0.6, 0.0], [-0.2, -0.7, -0.1], [-0.5, 1.0, -0.3], [-2.6, 1.1, 1.6], [-2.2, 3.2, 0.0], [0.7, -0.4, -0.1], [-1.5, 0.1, -0.5]], "e_above_lowest_kj_mol": 352.7, "gap_ev": 7.89, "charge": 1, "homo_ev": -12.544, "largest_force_ev_per_a": 3.868, "smiles": "C/C=[N+](C)\\C=C/CN", "energy_ev": -9403.212}

=====

No. 3
{"formula": "C6H13N2", "method": "wB97M-V/def2-TZVPD", "species": ["C", "C", "H", "H", "H", "C", "H", "H", "H", "N", "H", "H", "H", "N", "C", "H", "H", "H", "C", "C", "H"], "xyz": [[0.82345, -0.03840, -0.10947], [-1.35883, 0.59582, -1.31842], [-1.47027, -1.65555, 1.01132], [3.15838, 0.11596, 1.17782], [-0.55461, 0.54557, 2.08030], [-1.32278, -1.41387, 0.02211], [-2.21636, -1.34414, -0.48388], [1.67993, -1.98255, -0.35887], [3.59259, 0.26053, -0.51810], [1.75402, -0.97109, -0.15280], [-0.71474, -2.07378, -0.39118], [-0.97576, -0.00369, -2.06219], [-2.13673, 0.31801, 1.52530], [1.68610, 1.00059, 0.02176], [-1.21084, 0.70344, 1.34234], [1.76059, 1.96886, -0.32658], [-2.38103, 0.69241, -1.30496], [-0.91170, 1.53071, -1.45474], [2.76573, 0.01949, 0.16901], [-0.73246, 0.00682, -0.01932], [-1.23467, 1.72488, 1.15054]], "atomic_forces_ev_per_a": [[-2.2, 2.3, -0.3], [3.1, 0.6, 2.4], [-0.5, -1.0, 2.2], [-0.2, -0.9, 0.2], [2.3, -0.9, 3.0], [0.3, 3.4, 1.3], [-2.0, -0.4, -1.0], [0.4, 1.0, 0.8], [-0.3, -0.9, -0.1], [-0.3, -1.8, 0.3], [2.5, -3.3, -2.1], [0.2, -1.4, -2.1], [-2.5, -0.8, 0.7], [-0.4, 0.0, 0.3], [1.2, 0.1, -4.9], [-0.6, -0.9, 0.6], [-2.3, -0.1, 0.2], [0.4, 1.9, -0.5], [1.6, 2.0, -1.2], [-0.3, -0.9, 0.3], [-0.4, 2.0, -0.1]], "e_above_lowest_kj_mol": 252.9, "gap_ev": 11.82, "charge": 1, "homo_ev": -15.343, "largest_force_ev_per_a": 5.026, "energy_ev": -9404.247}

=====

No. 4
{"formula": "C6H13N2", "method": "wB97M-V/def2-TZVPD", "species": ["C", "H", "H", "H", "C", "H", "C", "H", "N", "N", "H", "H", "C", "C", "H", "C", "H", "H", "H", "H", "H"], "xyz": [[-0.39425, 0.38917, -0.50401], [2.04301, -0.68502, 0.30909], [0.49123, 0.70937, -1.07017], [-0.69911, -2.55389, -2.35558], [-1.09961, -0.75838, -1.26257], [-2.13766, 1.25538, 0.41077], [1.52348, 1.42418, 2.48759], [0.99263, 2.32727, 2.75023], [-0.05867, -0.20554, 0.74249], [0.96919, 0.55759, 1.68753], [0.19865, -2.45267, -0.85171], [1.27857, -1.55897, 1.71467], [1.25467, -0.68402, 1.06632], [-0.16239, -1.87553, -1.69800], [-1.78459, 1.88424, -1.20016], [-1.34082, 1.56013, -0.26333], [2.50410, 1.20850, 2.89009], [0.68929, -1.48153, -2.24899], [-1.89524, -1.15719, -0.63394], [-0.81256, 2.40545, 0.17254], [-1.55991, -0.30853, -2.14286]], "atomic_forces_ev_per_a": [[-2.1, 0.1, -0.4], [-0.3, 0.0, -0.2], [0.3, -0.3, 0.3], [0.0, -0.1, 0.0], [0.1, -0.2, -0.4], [-0.1, 0.0, 0.0], [0.9, 4.3, 3.2], [0.0, -0.2, 0.3], [3.3, 3.8, 2.0], [-3.4, -6.4, -5.4], [0.1, -0.2, 0.1], [-0.1, -0.1, 0.0], [1.1, -1.1, 1.0], [-0.1, 0.1, 0.0], [0.0, 0.0, -0.1], [0.2, 0.0, 0.0], [0.1, -0.1, -0.4], [0.1, 0.0, -0.1], [-0.1, 0.1, 0.0], [0.0, 0.0, 0.1], [-0.1, 0.1, 0.1]], "e_above_lowest_kj_mol": 411.4, "gap_ev": [6.82, 6.86], "charge": 1, "multiplicity": 3, "homo_ev": [-11.302, -15.913], "largest_force_ev_per_a": 9.039, "energy_ev": -9398.567}

=====

No. 5
{"formula": "C6H13N2O", "method": "wB97M-V/def2-TZVPD", "species": ["H", "H", "N", "H", "H", "N", "H", "O", "H", "H", "C", "H", "H", "H", "H", "C", "C", "C", "C", "C", "H", "H"], "xyz": [[1.21684, 2.17916, 1.70984], [-2.94298, 1.44659, 0.24551], [2.04649, -1.38977, 0.58861], [-3.12974, -0.50938, 1.30255], [-3.09231, 0.41600, -1.24378], [-1.26548, 0.17344, -0.25954], [-0.12923, -3.19292, 0.06821], [-3.38892, -0.56957, 0.42593], [-0.20562, -2.64174, -1.65835], [-0.75584, -1.53021, -0.46569], [-2.77452, 0.51108, -0.17591], [1.90520, 3.41126, 0.48585], [0.57702, 2.29444, -1.36791], [1.26404, -0.70795, -1.14492], [2.69298, 1.70241, 0.51735], [-0.00069, -2.29706, -0.64786], [1.73770, 2.28327, 0.67387], [-0.31508, 0.91530, -0.23482], [1.21078, -1.50946, -0.45932], [0.62260, 1.81700, -0.32471], [1.86909, -1.93164, 1.39191], [2.85768, -0.87024, 0.57320]], "atomic_forces_ev_per_a": [[1.6, 0.0, -1.5], [0.1, 1.7, 0.9], [-1.9, -1.3, 0.5], [0.3, -0.4, 3.1], [0.2, 0.7, 0.8], [0.7, 3.4, 0.5], [0.1, 1.5, -1.0], [-0.4, 0.9, -2.2], [0.5, 0.0, -0.2], [-1.0, -0.7, 0.3], [-0.3, -4.2, -3.1], [-0.1, -2.0, 0.2], [0.2, -0.4, 1.6], [0.6, 0.6, -1.0], [-1.1, 0.6, 0.4], [-0.1, -1.9, 1.8], [-2.0, 0.6, 0.1], [-3.2, -4.2, 0.5], [0.1, 0.7, -1.2], [3.7, 3.8, -1.6], [0.1, -0.7, 0.9], [1.7, 1.1, -0.2]], "e_above_lowest_kj_mol": 351.3, "gap_ev": [5.41, 7.33], "charge": 1, "multiplicity": 3, "homo_ev": [-9.246, -14.552], "largest_force_ev_per_a": 5.566, "energy_ev": -11447.635}

=====

No. 6
{"formula": "C6H13N2Si", "method": "wB97M-V/def2-TZVPD", "species": ["C", "C", "H", "H", "N", "H", "Si", "C", "H", "H", "H", "H", "C", "C", "H", "H", "N", "H", "C", "H", "H", "H"], "xyz": [[1.32753, 1.34835, 1.37679], [1.42443, 0.11852, -1.81697], [1.30863, -2.20150, 1.50030], [0.93889, 2.36993, 1.27357], [-0.83120, -0.13692, 0.00561], [-1.08097, -0.64742, -1.99225], [1.00621, -0.10742, 0.02838], [-2.87962, 0.00164, -0.85805], [1.73719, 1.06992, -2.01932], [2.45718, 1.42744, 1.50609], [2.86201, -1.51578, 0.95688], [0.76301, 0.94803, 2.32350], [-1.85956, 0.49467, 1.06805], [1.82589, -1.73627, 0.61461], [1.77189, -2.52122, -0.11397], [-3.65153, -0.04767, -1.68294], [-2.96965, 0.49764, 0.42876], [-1.62678, 0.74294, 2.04664], [-1.58750, -0.36903, -1.04296], [2.34524, -0.45006, -2.05020], [0.57054, -0.20830, -2.28934], [-3.85187, 0.92253, 0.73683]], "atomic_forces_ev_per_a": [[-0.2, -1.8, 0.4], [1.9, -1.7, 3.0], [0.4, 0.7, -0.6], [0.0, -0.4, -0.6], [-2.5, 2.3, 5.2], [-1.1, -0.1, 0.9], [1.4, 1.0, 1.1], [-0.7, -0.4, -1.8], [0.0, 2.8, -0.8], [-1.5, -0.3, 0.3], [-0.6, -0.2, -0.5], [1.6, 0.5, -1.3], [4.6, -2.8, -4.6], [-1.0, 0.7, 1.7], [0.4, -0.2, -0.7], [0.6, 0.3, 1.8], [-2.2, 0.3, -1.3], [0.3, 0.5, 1.5], [0.0, -0.1, -2.2], [-0.8, -0.3, 0.1], [-1.2, -0.5, -1.9], [0.6, -0.3, 0.3]], "e_above_lowest_kj_mol": 80.8, "gap_ev": 10.06, "charge": 1, "homo_ev": -13.670, "largest_force_ev_per_a": 7.084, "smiles": "C[Si](C)(C)[n+]1cc[nH]c1", "energy_ev": -17284.083}

=====

No. 7
{"formula": "C6H13N3", "method": "wB97M-V/def2-TZVPD", "species": ["H", "C", "H", "C", "H", "H", "H", "C", "N", "H", "H", "N", "H", "C", "H", "C", "H", "H", "H", "N", "C", "H"], "xyz": [[3.03328, -1.31946, 0.27280], [-1.92247, -1.92372, -0.82935], [2.45433, -1.43228, 1.82400], [0.97027, -1.23551, 0.40140], [-1.33678, 2.37567, -1.33215], [1.04424, 1.42129, -1.58392], [-2.08672, 2.12588, 0.24681], [-0.93457, 0.44404, -0.43575], [0.39473, 1.36100, 1.37430], [-2.74785, 1.31984, -1.17660], [0.28745, -1.60899, 1.16233], [1.42032, 1.08976, -0.70576], [-0.35956, 1.13787, 2.00582], [0.40392, 0.64908, 0.16115], [2.33531, 0.81419, -0.33093], [-1.82440, 1.63619, -0.69408], [-1.73148, -2.63644, -1.62149], [0.99619, -1.86366, -0.48837], [-2.75286, -2.14792, -0.17045], [2.30567, -1.02170, 0.91143], [-1.24986, -0.80246, -0.73488], [1.30084, 1.61732, 1.74368]], "atomic_forces_ev_per_a": [[-0.2, -0.2, 0.2], [0.3, 0.2, -0.5], [0.2, 0.1, -0.2], [-0.1, 2.7, 0.6], [0.0, 0.1, 0.1], [1.4, -0.2, 0.0], [0.1, 0.0, 0.0], [-0.1, -0.3, -0.5], [-0.4, 0.1, -0.2], [0.0, 0.0, 0.0], [0.1, -0.2, 0.0], [-0.9, 0.4, 0.7], [0.5, -0.1, 0.3], [1.0, -3.6, 0.4], [-0.3, 0.4, -1.3], [-0.1, -0.2, -0.4], [-0.1, 0.1, -0.2], [-0.3, 0.4, -0.1], [0.3, -0.1, 0.4], [0.4, -0.1, 0.2], [-1.6, 0.8, 0.3], [-0.3, -0.2, 0.1]], "e_above_lowest_kj_mol": 377.1, "gap_ev": 8.11, "homo_ev": -7.146, "largest_force_ev_per_a": 3.763, "energy_ev": -10899.504}

=====

No. 8
{"formula": "C6H13N3", "method": "wB97M-V/def2-TZVPD", "species": ["C", "H", "H", "C", "H", "N", "C", "N", "H", "C", "H", "H", "C", "H", "H", "C", "N", "H", "H", "H", "H", "H"], "xyz": [[0.86770, -0.93991, -0.86009], [0.69453, -1.29545, 1.63666], [1.81868, -1.49401, -0.76750], [-0.17903, -1.37447, -1.54188], [-1.11797, 0.26149, 2.41569], [-1.26065, -0.45243, -1.26709], [-0.02867, 0.54454, 2.33828], [-1.12786, 0.38669, -0.46459], [0.99589, 1.70987, -1.26494], [-2.48863, -0.69403, -2.05006], [-2.88530, -1.66670, -1.87026], [0.42031, 0.33444, 3.32984], [1.50570, 1.34708, -0.37190], [0.05772, 1.51317, 1.78933], [1.49202, 2.02780, 0.52846], [0.90418, -0.30336, 1.41061], [0.73736, 0.16409, 0.03210], [-2.12231, -0.64318, -3.00324], [-3.11565, 0.19935, -1.80721], [-0.44164, -2.18110, -2.24413], [1.87195, -0.08975, 1.82955], [2.53930, 0.93149, -0.45871]], "atomic_forces_ev_per_a": [[1.3, -1.8, -0.1], [-0.3, -2.2, -0.8], [-0.4, 0.4, -0.4], [0.4, 0.2, -0.1], [1.2, 0.0, -0.5], [0.3, -2.9, -1.1], [-0.2, -0.3, -0.7], [1.9, 2.8, 2.9], [0.8, 0.5, 0.0], [-1.5, 2.6, 1.9], [-0.4, -0.6, 0.6], [-0.4, 1.3, -0.4], [0.2, 0.4, 1.6], [-0.3, 0.1, 2.0], [0.0, -0.3, -1.4], [-1.8, 1.9, 2.1], [-2.5, -2.4, -1.6], [0.6, 0.2, -2.8], [-0.1, -1.2, -0.4], [0.7, 0.4, 0.5], [0.9, 0.3, -0.8], [-0.6, 0.7, -0.5]], "e_above_lowest_kj_mol": 643.2, "gap_ev": 8.73, "charge": 2, "homo_ev": -19.770, "largest_force_ev_per_a": 4.488, "energy_ev": -10879.555}

=====

No. 9
{"formula": "C6H13N4", "method": "wB97M-V/def2-TZVPD", "species": ["H", "N", "C", "N", "C", "H", "H", "H", "H", "H", "N", "H", "C", "C", "H", "H", "H", "H", "H", "H", "N", "C", "C"], "xyz": [[-2.76877, -0.48910, -1.47582], [0.77309, 1.64828, 1.30859], [-0.26197, -0.24613, 0.32813], [-0.44441, -1.54952, 0.30490], [-1.36105, -0.00949, -3.03363], [0.73450, 2.07830, 2.15256], [0.24186, -2.11281, 0.72062], [-0.80752, -1.93532, -0.58862], [2.39033, -0.94821, 3.17636], [0.92720, -0.55578, 3.88204], [1.39390, -1.22069, 3.23001], [1.26082, 1.38887, -1.51198], [0.34219, 0.95546, -1.84142], [-0.85768, 0.56676, -0.85948], [-1.27111, 1.49530, -0.74019], [1.32599, -2.17043, 3.71255], [0.29392, 2.18582, 0.57777], [-1.82418, -0.42042, -3.90949], [0.41906, 0.86565, -3.97415], [0.99157, -0.31099, 2.05268], [0.38526, 0.31580, 1.33331], [-0.04998, 0.60201, -3.06773], [-1.83302, -0.13338, -1.77700]], "atomic_forces_ev_per_a": [[-1.2, -0.5, 0.4], [0.3, -0.5, -4.0], [-0.6, 2.8, 0.1], [-0.9, -1.0, -2.1], [-0.4, -1.0, 0.5], [-0.5, 1.3, 3.1], [0.8, -0.9, 0.9], [0.3, 0.5, 1.0], [-0.6, -0.4, 0.5], [0.6, -0.7, -0.3], [0.4, -0.6, 1.7], [0.3, 0.3, 0.1], [-1.5, -1.2, 0.7], [3.0, -2.6, -0.9], [-1.2, 2.5, 1.6], [0.2, 1.7, -1.1], [0.3, -0.3, 0.6], [-0.4, 0.1, -0.3], [0.7, 0.0, -0.8], [-1.8, 0.3, -1.5], [0.5, -0.9, -0.3], [-0.3, 0.6, 0.7], [1.9, 0.8, -0.7]], "e_above_lowest_kj_mol": 180.4, "gap_ev": 9.78, "charge": 1, "homo_ev": -12.484, "largest_force_ev_per_a": 4.092, "energy_ev": -12385.038}

=====

No. 10
{"formula": "C6H13N4O3", "method": "wB97M-V/def2-TZVPD", "species": ["H", "N", "H", "H", "C", "O", "H", "N", "H", "C", "C", "H", "O", "H", "H", "H", "O", "H", "H", "C", "C", "N", "N", "H", "C", "H"], "xyz": [[1.48128, -1.79001, 1.96412], [0.18760, -0.46708, 1.14759], [-2.50658, -0.99983, -0.71530], [2.38728, 0.35073, 0.21008], [-1.76914, -1.50845, -1.25902], [-0.33527, 1.62516, 2.50703], [-1.93645, -0.55891, -3.24164], [-0.80012, 1.34349, 0.20687], [-1.80170, -2.49935, -3.04072], [-0.42684, -0.51916, -1.25789], [2.72271, 2.07123, 0.97726], [-1.28018, 2.95809, 1.43053], [2.80125, 2.81595, 2.06000], [-1.53999, -2.45269, -0.79834], [0.18637, 0.23664, 1.94922], [2.75583, 2.25789, 2.88044], [0.57680, -2.43520, 0.13145], [-3.28907, -1.62278, -2.72026], [3.22849, 2.44408, 0.01811], [0.75254, -1.73964, 1.08678], [-0.83297, 1.99236, 1.39698], [-0.41543, 0.08195, 0.09268], [2.16745, 0.92225, 0.97895], [0.44141, -1.16964, -1.36015], [-2.21388, -1.54589, -2.69706], [-0.54138, 0.20882, -1.94773]], "atomic_forces_ev_per_a": [[-0.9, -0.8, -0.9], [-2.6, 0.7, -1.0], [-0.9, 0.8, 1.2], [0.4, -0.3, -1.6], [2.1, 2.1, -0.7], [-1.2, -0.1, -2.9], [-0.3, -2.1, 0.5], [-0.3, -2.9, -2.4], [0.0, 0.6, -1.2], [-1.7, -4.0, 3.1], [0.7, -1.1, -1.8], [-0.6, 0.7, -0.8], [0.2, 0.1, 0.6], [0.1, -0.2, -0.1], [0.3, -0.4, 0.1], [-0.3, 0.5, -1.1], [0.6, -0.9, 1.2], [-0.4, -0.1, -0.2], [-0.7, 0.2, 1.7], [1.4, 0.3, 0.5], [2.0, -0.8, 4.6], [1.4, 3.1, 1.8], [0.7, 1.1, 2.0], [-0.1, 0.5, -0.2], [0.4, 0.3, -0.5], [-0.3, 2.5, -1.8]], "e_above_lowest_kj_mol": 466.3, "gap_ev": 7.39, "charge": 1, "homo_ev": -14.041, "largest_force_ev_per_a": 5.346, "energy_ev": -18524.101}